# 1
# C20H33BFN2O14S3

3 unconnected molecules or ions with the total composition C20H33BFN2O14S3 in a non-equilibrium geometry (ωB97M-V with the def2-TZVPD basis set, the OMol25 dataset).

Summary:
HOMO in Eh: -0.420
Energy above the lowest of the compared OMol25 structures with the same formula, charge and spin in kJ/mol: 1565.0
Kohn-Sham gap in eV: 6.833
DFT total energy in eV: -88796.1650
Total charge: +1

Each line ends with the Löwdin charge.
Geometry (Å):
1 C 3.42043 6.36734 0.09424  -0.083
2 C 2.85218 4.86335 0.49720  -0.235
3 O 1.39772 4.73837 0.30640  -0.034
4 B 1.06025 3.49734 -0.46220  -0.399
5 O 0.90925 3.64056 -1.92366  0.111
6 C 0.89781 2.11431 0.41284  -0.061
7 C 2.36052 1.34377 0.35158  -0.205
8 C 2.91016 1.05610 -1.16569  -0.051
9 C 3.84907 -0.30665 -1.29768  -0.210
10 O 3.55801 -1.30869 -2.16399  -0.038
11 C 5.18844 -0.33251 -0.29973  -0.087
12 C 6.12488 1.03904 -0.36230  -0.015
13 C 7.43661 1.06567 0.65458  -0.042
14 C 7.74654 -0.21857 1.65990  -0.040
15 C 6.78674 -1.55669 1.65389  -0.042
16 C 5.47247 -1.62817 0.66390  -0.002
17 O 2.29846 0.16479 1.22903  -0.131
18 C 1.23988 -0.77608 0.83072  -0.099
19 C -0.27390 -0.06920 0.74830  -0.212
20 S -0.81246 0.19358 2.52205  0.926
21 O -1.08237 -1.24607 3.11113  -0.332
22 O -2.13558 0.97485 2.70211  -0.301
23 F 0.38061 0.89410 3.54544  -0.204
24 N -0.20950 1.18080 -0.10034  -0.066
25 C -1.53408 1.87392 -0.32927  -0.170
26 N -2.74283 0.93378 -0.31151  -0.096
27 C -2.70570 0.19960 -1.66797  -0.126
28 H 3.01130 7.14588 0.87175  0.094
29 H 4.59483 6.39154 0.13007  0.091
30 H 3.10236 6.67391 -1.00785  0.101
31 H 3.41712 4.09352 -0.17996  0.109
32 H 3.20541 4.68374 1.61909  0.147
33 H 0.70901 2.73877 -2.31467  0.098
34 H 0.74600 2.43638 1.53549  0.189
35 H 3.13762 2.10242 0.84685  0.180
36 H 2.08742 1.04663 -2.00091  0.122
37 H 3.64097 1.95808 -1.44401  0.134
38 H 5.88489 1.95950 -1.07824  0.096
39 H 8.12491 2.01992 0.68472  0.091
40 H 8.66098 -0.15760 2.39034  0.092
41 H 6.96733 -2.49797 2.35562  0.101
42 H 4.72618 -2.54786 0.61913  0.111
43 H 1.14574 -1.56190 1.72435  0.167
44 H 1.45946 -1.36700 -0.16575  0.161
45 H -0.97062 -0.92414 0.29691  0.192
46 H 0.12896 0.86829 -1.06016  0.175
47 H -1.71567 2.70676 0.49457  0.180
48 H -1.60479 2.44218 -1.37686  0.174
49 H -3.59149 1.55185 -0.40338  0.135
50 H -3.34328 0.77315 -2.49783  0.089
51 H -1.62347 0.10501 -2.10797  0.089
52 H -3.11360 -0.91785 -1.57139  0.113
53 C -1.94533 -4.39286 2.64359  -0.193
54 C -3.34562 -4.05528 3.14853  -0.178
55 O -4.18861 -5.07766 2.62235  -0.196
56 S -3.33667 -6.46454 2.51655  0.681
57 O -3.62732 -7.26301 3.68664  -0.227
58 O -3.45389 -6.97113 1.16895  -0.236
59 O -1.85248 -5.81532 2.69986  -0.192
60 H -1.81722 -4.08415 1.60108  0.124
61 H -1.16407 -3.93522 3.25635  0.123
62 H -3.68161 -3.06988 2.81704  0.132
63 H -3.39362 -4.10724 4.24138  0.139
64 C -7.41383 -1.42633 -2.75537  -0.167
65 C -6.39719 -2.48419 -3.17621  -0.170
66 O -5.78702 -1.96676 -4.35636  -0.184
67 S -5.73954 -0.33932 -4.25837  0.702
68 O -4.42742 0.04633 -3.78854  -0.290
69 O -6.34035 0.20805 -5.45244  -0.211
70 O -6.79129 -0.17117 -3.02409  -0.192
71 H -8.32391 -1.49159 -3.36038  0.138
72 H -7.67543 -1.50330 -1.69664  0.140
73 H -6.86205 -3.45271 -3.37533  0.143
74 H -5.61669 -2.60454 -2.41749  0.127



# 2
# C20H33BrCl2InO6SSi

A molecular structure, C20H33BrCl2InO6SSi (ωB97M-V with the def2-TZVPD basis set, the OMol25 dataset).

Summary:
HOMO in Eh: -0.232
Kohn-Sham gap in eV: 8.661
DFT total energy in eV: -152539.4436
Total charge: -1

Each line ends with the Löwdin charge.
Geometry (Å):
1 In -0.31295 0.33806 -1.55339  0.776
2 Cl 2.56636 1.39377 -2.78771  0.620
3 C 1.97741 3.00099 -3.23431  -0.953
4 Cl 0.22331 2.97978 -3.40599  0.629
5 H 2.40896 3.27138 -4.18654  0.025
6 H 2.23856 3.70491 -2.45501  0.022
7 O -1.21563 0.22813 -3.59518  -0.409
8 S -2.51768 0.25516 -2.80965  0.282
9 O -2.30035 -0.85301 -1.80023  -0.419
10 O -2.43058 1.52204 -2.01155  -0.423
11 O -3.69648 0.10585 -3.61495  -0.298
12 Br -1.21580 -7.70311 -1.95363  0.679
13 C -0.43953 -5.99121 -2.27662  -0.693
14 C -1.20290 -4.85413 -2.08116  -0.114
15 C -0.62182 -3.60829 -2.29043  0.003
16 C 0.69924 -3.51210 -2.71306  -0.117
17 C 1.43435 -4.66980 -2.93199  -0.021
18 C 0.87612 -5.92118 -2.70220  -0.134
19 C 1.38029 -2.17497 -2.92091  -0.573
20 O 2.25456 -2.08496 -3.76781  0.049
21 O 1.03354 -1.22931 -2.09865  -0.201
22 H -2.23549 -4.93231 -1.76664  0.102
23 H -1.21087 -2.71369 -2.14053  0.089
24 H 2.45283 -4.57812 -3.29070  0.117
25 H 1.45041 -6.82513 -2.85608  0.093
26 C -0.04095 -1.77481 1.69561  -0.096
27 C 0.86584 -0.53177 1.77042  -0.618
28 C 2.16080 -0.87422 1.01052  -0.099
29 C 1.26359 -0.28957 3.23961  -0.095
30 Si -0.08899 0.97067 0.98558  0.814
31 C -1.88585 1.17266 1.69041  -0.608
32 C -2.84264 0.10164 1.13657  -0.097
33 C -1.91664 1.07085 3.22095  -0.100
34 C -2.47897 2.52561 1.26295  -0.098
35 C 0.88363 2.64141 1.15157  -0.620
36 C 2.38334 2.43778 0.89001  -0.111
37 C 0.74548 3.25161 2.55799  -0.097
38 C 0.37593 3.66215 0.11755  -0.113
39 H 0.54519 -2.66623 1.95544  0.088
40 H -0.44777 -1.94171 0.69293  0.074
41 H -0.87575 -1.71289 2.39734  0.065
42 H 2.58085 -1.79436 1.44317  0.087
43 H 2.92109 -0.10076 1.09997  0.058
44 H 1.99179 -1.07186 -0.05168  0.055
45 H 1.75300 -1.19316 3.63193  0.085
46 H 0.41558 -0.06769 3.88625  0.058
47 H 1.98303 0.53146 3.32929  0.063
48 H -2.54557 -0.91523 1.39526  0.067
49 H -2.93485 0.15627 0.05710  0.041
50 H -3.84196 0.27297 1.56299  0.090
51 H -1.69894 0.05531 3.55816  0.064
52 H -2.93109 1.31696 3.56658  0.086
53 H -1.22115 1.75410 3.71571  0.062
54 H -2.45380 2.64652 0.17562  0.071
55 H -1.98373 3.37502 1.73465  0.055
56 H -3.53267 2.55184 1.57066  0.089
57 H 2.85819 1.86325 1.68754  0.063
58 H 2.87625 3.42102 0.86220  0.085
59 H 2.58047 1.93340 -0.06124  0.040
60 H 1.07725 2.56319 3.34118  0.066
61 H -0.28014 3.54984 2.78343  0.058
62 H 1.37273 4.15337 2.62404  0.086
63 H 0.30865 3.23723 -0.88646  -0.003
64 H 1.07202 4.51331 0.07748  0.087
65 H -0.60911 4.05606 0.36565  0.066



> Kohn-Sham gap of number 2 (C20H33BrCl2InO6SSi)?

8.661 eV